Below is C3H4NOP as an isolated structure in a non-equilibrium geometry, with properties calculated with ωB97M-V/def2-TZVPD.

Atoms and positions in Å:
C -0.8631 0.0549 0.5333
C 0.5702 1.6606 -0.3094
C -0.3409 -1.2015 -0.1364
N -0.4947 1.2265 0.2113
O 1.1555 -1.1501 0.1400
P 2.2380 -0.0302 -0.0771
H -1.7215 0.1119 1.3514
H 0.7347 2.5905 -0.7210
H -0.8269 -2.1360 0.1576
H -0.4513 -1.1266 -1.1496

molecular weight = 101.0 g mol⁻¹
energy = -587.89390 hartree
total charge = 0